Molecular formula: C15H26N3O2S
Method: DFT, ωB97M-V/def2-TZVPD

* SMILES: CCOCCCNC(=S)N1CC[NH+](Cc2ccco2)CC1
* maximum force: 0.0180 Eh/bohr
* LUMO energy: -2.4 eV
* energy relative to the best compared isomer or geometry (same formula, charge and spin): 9.3 kJ/mol
* M: 312.46 g mol⁻¹
* spin multiplicity: 1
* charge: +1
* Kohn-Sham gap: 9.50 eV

Positions of all 47 atoms, in Å:
C: 6.649 1.287 0.926
C: 6.282 -0.189 1.029
O: 5.000 -0.510 0.517
C: 4.843 -0.426 -0.886
C: 4.060 0.827 -1.325
C: 2.957 1.193 -0.320
N: 2.282 0.012 0.166
C: 1.067 -0.404 -0.125
S: 0.553 -1.931 0.344
N: 0.229 0.493 -0.808
C: -0.482 1.438 0.030
C: -1.595 0.729 0.836
N: -2.008 -0.509 0.141
C: -3.244 -1.104 0.715
C: -4.471 -0.324 0.394
C: -5.469 -0.539 -0.513
C: -6.385 0.528 -0.356
C: -5.877 1.315 0.630
O: -4.719 0.814 1.090
C: -2.082 -0.277 -1.310
C: -0.645 -0.071 -1.825
H: 5.893 1.905 1.406
H: 7.598 1.453 1.426
H: 6.752 1.595 -0.112
H: 7.043 -0.799 0.525
H: 6.234 -0.490 2.078
H: 5.812 -0.455 -1.392
H: 4.285 -1.321 -1.187
H: 3.623 0.629 -2.304
H: 4.723 1.686 -1.417
H: 2.234 1.862 -0.786
H: 3.409 1.687 0.544
H: 2.904 -0.623 0.662
H: -0.904 2.202 -0.627
H: 0.214 1.924 0.714
H: -1.231 0.449 1.826
H: -2.459 1.386 0.956
H: -1.159 -1.231 0.272
H: -3.348 -2.114 0.315
H: -3.108 -1.163 1.798
H: -5.552 -1.359 -1.197
H: -7.293 0.680 -0.900
H: -6.231 2.221 1.079
H: -2.538 -1.141 -1.792
H: -2.709 0.597 -1.503
H: -0.653 0.616 -2.676
H: -0.218 -1.018 -2.158

Mulliken atomic charge list, values in e, 6 entries: C -1.03; C -0.32; O -0.44; C -0.63; C -0.79; C -0.38